[1]
Here is a molecular structure, C15H23B3Cl21NO5 from the Open Molecules 2025 dataset. Energies are from wB97M-V/def2-TZVPD.

gap between HOMO and LUMO = 9.90 eV
energy = -292662.0368 eV
HOMO energy = -9.8171 eV

Last column: Löwdin charge in e.
Atoms and positions in Å:
1 Cl 3.043 1.258 2.065  0.545
2 Cl 1.543 6.325 -4.561  0.528
3 Cl 6.213 7.128 -0.042  0.504
4 Cl 7.673 9.222 1.342  0.523
5 Cl 4.119 4.247 -1.186  0.531
6 Cl 2.783 -1.586 2.600  0.545
7 Cl 1.005 -1.859 -5.845  0.587
8 Cl -2.200 1.442 3.360  0.697
9 Cl 6.424 3.493 0.414  0.517
10 Cl 6.789 6.866 2.790  0.516
11 Cl 6.164 2.516 -2.308  0.532
12 Cl -1.301 0.073 7.360  0.532
13 Cl 2.949 4.071 -5.741  0.510
14 Cl -3.300 4.055 4.053  0.529
15 Cl -4.538 1.638 5.088  0.521
16 Cl 1.433 -1.197 -8.652  0.534
17 Cl -2.003 -1.617 5.109  0.523
18 Cl -0.281 -2.642 7.211  0.532
19 Cl 1.958 0.754 -6.553  0.520
20 Cl 0.473 3.638 -4.292  0.536
21 Cl 4.233 -0.679 0.254  0.556
22 O -0.334 -1.933 -2.459  0.261
23 O 0.473 -0.829 -0.493  0.231
24 O -0.260 0.514 -2.277  0.282
25 O -5.211 -2.115 1.117  -0.179
26 O -1.047 -0.007 2.113  -0.022
27 N -1.191 0.987 -0.029  0.352
28 C -3.019 2.400 4.609  -1.499
29 C -1.217 -4.354 -0.910  -0.184
30 C -2.576 -4.732 -0.263  -0.199
31 C 2.883 -0.349 1.346  -1.536
32 C 5.295 2.972 -0.840  -1.542
33 C -0.751 -1.217 6.284  -1.543
34 C -5.369 -1.749 2.481  -0.091
35 C 1.989 -0.953 -6.995  -1.524
36 C -1.124 0.510 1.087  -0.386
37 C 1.941 4.614 -4.396  -1.552
38 C -3.769 -2.463 -0.766  -0.156
39 C -0.446 -3.214 -0.177  -0.035
40 C -3.885 -1.937 0.663  -0.252
41 C -3.777 -3.999 -0.883  -0.192
42 C 7.368 7.487 1.241  -1.557
43 B -0.089 -1.983 -1.094  -0.521
44 B -0.336 0.218 -0.931  -0.658
45 B -0.092 -0.669 -2.995  -0.336
46 H 0.464 -3.558 0.328  0.119
47 H -2.539 -4.665 0.831  0.111
48 H -3.130 -2.402 1.319  0.109
49 H 1.968 -0.377 0.769  -0.028
50 H 0.267 -0.581 -4.125  0.027
51 H -3.695 -0.846 0.665  0.123
52 H -1.317 -4.199 -1.989  0.111
53 H -2.937 -1.978 -1.295  0.108
54 H 4.759 2.103 -0.475  -0.047
55 H 8.301 6.991 1.005  0.012
56 H -1.124 -2.805 0.589  0.100
57 H -4.679 -2.108 -1.274  0.123
58 H -3.924 -4.239 -1.943  0.114
59 H -2.715 -5.800 -0.491  0.106
60 H -0.592 -5.253 -0.805  0.106
61 H -5.826 -2.605 2.997  0.090
62 H 0.118 -0.860 5.745  0.013
63 H -6.061 -0.905 2.574  0.088
64 H -4.687 -4.347 -0.371  0.112
65 H 3.009 -1.307 -6.922  0.015
66 H -4.413 -1.518 2.963  0.062
67 H -2.374 2.440 5.479  -0.006
68 H 2.495 4.474 -3.477  -0.047

=====

[2]
Here is C15H23BrN2O3 in the gas phase from the Open Molecules 2025 dataset. Energies are from wB97M-V/def2-TZVPD.

gap between HOMO and LUMO = 8.90 eV
energy = -95093.4293 eV
SMILES string = CCCCNCc1cc(OCC)c(OCC(N)=O)cc1Br
HOMO energy = -8.3192 eV
ΔE to the lowest compared entry with this formula, charge and spin = 28.3 kcal per mole

Last column: Löwdin charge in e.
Atoms and positions in Å:
1 Br -1.748 -2.776 -2.173  0.786
2 O -0.631 0.917 -5.888  0.067
3 O -0.285 2.562 0.232  -0.032
4 O -0.684 2.341 -2.614  -0.081
5 N 1.049 1.330 -4.436  0.192
6 N 0.049 -2.987 0.841  -0.065
7 C -0.756 0.305 0.422  0.045
8 C -1.085 -0.959 -0.041  -0.252
9 C -1.185 -0.008 -2.266  -0.055
10 C -1.131 2.247 -3.948  -0.097
11 C -1.129 -2.138 0.903  -0.211
12 C 1.441 -2.112 2.683  -0.216
13 C -0.511 3.836 -0.352  -0.246
14 C -0.326 4.870 0.747  -0.062
15 C -0.638 1.418 -0.407  -0.184
16 C 1.308 -2.344 1.177  -0.237
17 C 1.330 -3.416 3.468  -0.275
18 C 1.384 -3.180 4.972  -0.119
19 C -0.849 1.251 -1.788  -0.180
20 C -0.224 1.416 -4.866  -0.554
21 C -1.296 -1.086 -1.406  -0.589
22 H -0.584 0.463 1.476  0.130
23 H 0.201 4.015 -1.166  0.119
24 H 0.392 -3.903 3.200  0.101
25 H 1.335 1.765 -3.576  0.108
26 H 0.677 4.798 1.159  0.077
27 H 2.144 -4.081 3.174  0.108
28 H -1.347 -0.165 -3.321  0.100
29 H 1.720 0.812 -4.977  0.121
30 H 2.319 -2.698 5.251  0.068
31 H 0.669 -1.419 3.021  0.097
32 H 2.409 -1.643 2.876  0.114
33 H 1.446 -1.383 0.651  0.108
34 H -1.041 4.697 1.547  0.077
35 H -2.155 1.862 -4.011  0.143
36 H -1.127 3.276 -4.322  0.145
37 H -0.476 5.867 0.343  0.076
38 H 2.106 -3.019 0.856  0.119
39 H 0.111 -3.412 -0.077  0.074
40 H 0.563 -2.540 5.289  0.069
41 H -1.528 3.889 -0.758  0.129
42 H -1.991 -2.770 0.670  0.100
43 H 1.311 -4.122 5.510  0.066
44 H -1.238 -1.777 1.927  0.114

=====

[3]
Here is a molecular structure, C15H23BrO3P2S2Tl from the Open Molecules 2025 dataset. Energies are from wB97M-V/def2-TZVPD.

gap between HOMO and LUMO = 6.87 eV
energy = -137050.4966 eV
total charge = +1
HOMO energy = -9.9786 eV
ΔE to the lowest compared entry with this formula, charge and spin = 0.0 kcal per mole

Last column: Löwdin charge in e.
Atoms and positions in Å:
1 Tl 2.856 0.005 -1.105  0.653
2 Br -4.702 -4.912 -0.662  0.815
3 S 3.376 -4.741 -0.073  0.687
4 S 2.012 -2.089 0.222  0.419
5 P -1.200 2.663 -0.494  0.827
6 P 1.034 0.975 1.512  0.759
7 O -1.768 1.212 -0.789  -0.152
8 O -0.037 -0.005 -1.634  0.004
9 O 4.257 -2.426 -0.969  -0.403
10 C 0.259 3.032 -1.429  -0.143
11 C -1.153 0.008 -1.209  -0.403
12 C -3.630 -3.384 -0.828  -0.677
13 C -0.130 -0.147 2.366  -0.262
14 C -2.520 3.722 -1.037  -0.132
15 C 2.491 0.910 2.604  -0.277
16 C -1.509 -2.394 -1.307  0.011
17 C 0.328 2.621 1.946  -0.393
18 C 5.408 -3.119 -1.476  -0.094
19 C -2.066 -1.136 -1.073  -0.141
20 C -1.019 2.910 1.275  -0.298
21 C 3.296 -3.141 -0.335  -1.351
22 C -2.293 -3.527 -1.177  -0.084
23 C -3.406 -1.005 -0.715  -0.008
24 C -4.194 -2.133 -0.597  -0.102
25 H -3.428 3.492 -0.478  0.080
26 H 5.104 -3.862 -2.212  0.085
27 H -2.251 4.764 -0.870  0.078
28 H -0.463 -2.481 -1.563  0.103
29 H 3.229 1.654 2.301  0.048
30 H -0.204 0.093 3.429  0.056
31 H 5.934 -3.615 -0.662  0.083
32 H 0.188 2.712 3.027  0.095
33 H -5.238 -2.053 -0.331  0.108
34 H -3.838 -0.029 -0.538  0.117
35 H -2.701 3.559 -2.099  0.080
36 H 2.942 -0.079 2.514  0.033
37 H 0.432 4.109 -1.370  0.085
38 H 6.023 -2.347 -1.929  0.094
39 H -1.126 -0.092 1.922  0.033
40 H 0.089 2.753 -2.470  0.087
41 H -1.869 -4.506 -1.341  0.115
42 H -1.313 3.953 1.432  0.106
43 H -1.819 2.301 1.711  0.107
44 H 1.055 3.383 1.654  0.088
45 H 0.221 -1.173 2.258  0.016
46 H 1.119 2.487 -1.047  -0.010
47 H 2.221 1.079 3.648  0.054